The following is a DFT calculation (ωB97M-V with the def2-TZVPD basis set) of a cluster of 10 separate species, C18H56O10 in total.

The value obtained for the LUMO energy is 0.2521 eV. As for the SMILES: CC(C)O.CC(C)O.CC(C)O.CC(C)O.CC(C)O.CC(C)O.O.O.O.O. The calculation puts the gap between HOMO and LUMO at 10.386 eV. For the relative energy (zero: lowest compared OMol25 entry of this formula, charge and spin), the calculation gives 16.27 kcal per mole. The value obtained for the molar mass is 432.6 g mol⁻¹. The value obtained for the calculated total energy is -40049.3140 eV. The net charge is 0.

Last columns: bonded neighbours and bond lengths (Å).
Geometry (Å):
1 C -0.199 1.914 -3.450  C2 1.513, H5 1.094, H6 1.086, H7 1.091
2 C -0.373 1.422 -4.870  C1 1.513, C3 1.528, O4 1.433, H8 1.096
3 C -1.829 1.533 -5.318  C2 1.528, H9 1.091, H10 1.090, H11 1.091
4 O 0.473 2.227 -5.701  C2 1.433, H12 0.962
5 H 0.875 1.952 -3.241  C1 1.094
6 H -0.683 1.245 -2.745  C1 1.086
7 H -0.522 2.952 -3.352  C1 1.091
8 H -0.034 0.384 -4.969  C2 1.096
9 H -2.480 1.209 -4.505  C3 1.091
10 H -2.028 0.940 -6.211  C3 1.090
11 H -2.052 2.583 -5.518  C3 1.091
12 H 0.340 1.969 -6.618  O4 0.962
13 C -1.906 -1.684 -3.248  C14 1.526, H17 1.093, H18 1.096, H19 1.087
14 C -2.867 -2.744 -2.719  C13 1.526, C15 1.513, O16 1.429, H20 1.098
15 C -2.235 -3.660 -1.692  C14 1.513, H21 1.087, H22 1.091, H23 1.089
16 O -3.994 -2.126 -2.094  C14 1.429, H24 0.961
17 H -2.406 -1.103 -4.027  C13 1.093
18 H -1.105 -2.186 -3.802  C13 1.096
19 H -1.473 -1.060 -2.469  C13 1.087
20 H -3.210 -3.317 -3.590  C14 1.098
21 H -2.938 -4.432 -1.389  C15 1.087
22 H -1.946 -3.063 -0.826  C15 1.091
23 H -1.342 -4.116 -2.118  C15 1.089
24 H -4.277 -1.365 -2.608  O16 0.961
25 C 1.437 -0.049 -0.715  C26 1.522, H29 1.093, H30 1.089, H31 1.088
26 C 0.548 -0.065 0.520  C25 1.522, C27 1.511, O28 1.436, H32 1.095
27 C -0.915 0.178 0.226  C26 1.511, H33 1.094, H34 1.092, H35 1.091
28 O 0.690 -1.384 1.068  C26 1.436, H36 0.963
29 H 1.142 -0.885 -1.355  C25 1.093
30 H 2.470 -0.196 -0.404  C25 1.089
31 H 1.364 0.874 -1.288  C25 1.088
32 H 0.932 0.675 1.231  C26 1.095
33 H -1.306 -0.679 -0.330  C27 1.094
34 H -1.090 1.043 -0.417  C27 1.092
35 H -1.484 0.313 1.147  C27 1.091
36 H 0.639 -1.367 2.029  O28 0.963
37 C 5.969 -1.159 -4.307  C38 1.517, H41 1.090, H42 1.095, H43 1.089
38 C 4.622 -0.529 -4.609  C37 1.517, C39 1.511, O40 1.426, H44 1.100
39 C 3.562 -0.907 -3.600  C38 1.511, H45 1.095, H46 1.091, H47 1.091
40 O 4.828 0.880 -4.676  C38 1.426, H48 0.962
41 H 5.944 -2.244 -4.407  C37 1.090
42 H 6.272 -0.932 -3.280  C37 1.095
43 H 6.745 -0.762 -4.960  C37 1.089
44 H 4.326 -0.886 -5.606  C38 1.100
45 H 2.589 -0.477 -3.860  C39 1.095
46 H 3.824 -0.555 -2.601  C39 1.091
47 H 3.419 -1.989 -3.595  C39 1.091
48 H 3.977 1.319 -4.582  O40 0.962
49 C 0.551 2.248 3.767  C50 1.517, H53 1.093, H54 1.091, H55 1.090
50 C 1.487 1.509 4.704  C49 1.517, C51 1.498, O52 1.447, H56 1.098
51 C 2.613 2.297 5.301  C50 1.498, H57 1.098, H58 1.090, H59 1.089
52 O 0.683 0.985 5.787  C50 1.447, H60 0.961
53 H 1.093 2.681 2.921  C49 1.093
54 H 0.023 3.034 4.308  C49 1.091
55 H -0.190 1.550 3.376  C49 1.090
56 H 1.913 0.634 4.195  C50 1.098
57 H 2.249 3.209 5.792  C51 1.098
58 H 3.322 2.644 4.548  C51 1.090
59 H 3.145 1.757 6.082  C51 1.089
60 H 0.026 0.410 5.383  O52 0.961
61 C -3.263 1.368 3.478  C62 1.513, H65 1.091, H66 1.090, H67 1.093
62 C -3.761 2.407 4.459  C61 1.513, C63 1.520, O64 1.439, H68 1.094
63 C -3.673 3.815 3.895  C62 1.520, H69 1.090, H70 1.091, H71 1.093
64 O -5.131 2.054 4.723  C62 1.439, H72 0.961
65 H -3.243 0.379 3.940  C61 1.091
66 H -2.274 1.590 3.078  C61 1.090
67 H -3.932 1.283 2.618  C61 1.093
68 H -3.219 2.317 5.405  C62 1.094
69 H -3.981 4.565 4.623  C63 1.090
70 H -4.288 3.870 2.996  C63 1.091
71 H -2.641 4.018 3.600  C63 1.093
72 H -5.613 2.834 5.010  O64 0.961
73 O 2.873 -3.405 2.576  H74 0.960, H75 0.964
74 H 3.799 -3.217 2.747  O73 0.960
75 H 2.375 -2.711 3.024  O73 0.964
76 O 0.321 -4.280 0.783  H77 0.963, H78 0.965
77 H 0.997 -4.495 1.433  O76 0.963
78 H 0.509 -3.359 0.568  O76 0.965
79 O 0.774 -1.969 4.011  H80 0.966, H81 0.962
80 H -0.151 -1.718 4.128  O79 0.966
81 H 1.030 -2.371 4.847  O79 0.962
82 O -1.976 -1.973 2.727  H83 0.965, H84 0.962
83 H -1.803 -1.669 1.827  O82 0.965
84 H -2.936 -1.984 2.795  O82 0.962